Record 1
{"formula": "C46H46Cl3N6O3PdTe", "method": "ωB97M-V/def2-TZVPD", "multiplicity": 3, "total_charge": 1, "e_lumo_ev": [-2.24, -3.93], "fmax_ev_per_a": 1.235, "relative_energy_kj_mol": 0.0, "elements": ["Pd", "Cl", "C", "C", "C", "C", "N", "C", "H", "H", "H", "H", "Cl", "C", "C", "C", "C", "C", "Cl", "C", "N", "C", "C", "C", "C", "C", "C", "C", "C", "O", "O", "H", "H", "H", "H", "H", "H", "H", "H", "H", "H", "C", "C", "C", "C", "C", "C", "C", "O", "C", "C", "C", "H", "H", "H", "H", "H", "H", "H", "H", "H", "H", "H", "H", "Te", "C", "C", "C", "C", "C", "C", "C", "C", "C", "C", "C", "C", "H", "H", "H", "H", "H", "H", "H", "H", "H", "H", "C", "C", "C", "C", "N", "C", "N", "N", "N", "H", "H", "H", "H", "H", "H", "H", "H", "H", "H"], "positions_angstrom": [[0.1492, 0.0110, 0.3232], [5.2021, -2.2091, -0.7053], [3.7624, -2.4345, 0.2160], [3.6687, -3.4343, 1.1678], [2.4837, -3.5577, 1.8729], [1.4412, -2.6921, 1.5963], [1.5409, -1.7368, 0.6695], [2.6861, -1.5959, 0.0018], [4.5073, -4.0926, 1.3532], [2.3669, -4.3187, 2.6318], [0.4972, -2.7637, 2.1210], [2.7615, -0.7762, -0.6989], [-0.4944, 3.4678, 7.1295], [-1.7664, 2.9201, 6.0980], [-3.0384, 2.7648, 6.6264], [-4.0558, 2.2187, 5.8587], [-3.8130, 1.8475, 4.5461], [-2.5526, 2.0601, 4.0274], [-2.2062, 1.6750, 2.3650], [-1.4823, 2.5719, 4.7735], [-0.2069, 2.5720, 4.2029], [0.6314, 3.6685, 3.9845], [0.2124, 4.9643, 4.2818], [1.0522, 6.0480, 4.0832], [2.3158, 5.8580, 3.5513], [2.7174, 4.5730, 3.2146], [1.9077, 3.4620, 3.4246], [2.4835, 2.0853, 3.1077], [1.8142, 1.3303, 1.9711], [2.2721, 1.2913, 0.8192], [0.7156, 0.7265, 2.2546], [-3.2145, 3.0407, 7.6573], [-5.0400, 2.0803, 6.2863], [-4.5903, 1.4146, 3.9305], [-0.0334, 1.7881, 3.5870], [-0.7845, 5.1143, 4.6798], [0.7127, 7.0430, 4.3448], [2.9868, 6.6946, 3.4061], [3.7068, 4.4173, 2.7977], [2.4211, 1.4505, 3.9959], [3.5278, 2.2082, 2.8326], [2.6644, 7.0510, -0.3282], [1.6594, 5.9350, -0.3304], [0.4251, 6.0807, 0.2878], [-0.5366, 5.0863, 0.2382], [-1.8486, 5.3244, 0.9498], [-0.2465, 3.8889, -0.4567], [-1.2991, 2.8967, -0.5663], [-1.1855, 1.7142, -0.8979], [1.0098, 3.7190, -1.0788], [1.3700, 2.5017, -1.8878], [1.9337, 4.7435, -0.9969], [2.4215, 7.8044, 0.4194], [2.6808, 7.5376, -1.3065], [3.6687, 6.6726, -0.1339], [0.2042, 6.9998, 0.8192], [-1.8067, 6.2661, 1.4941], [-2.0702, 4.5335, 1.6661], [-2.6852, 5.3872, 0.2493], [-2.3145, 3.2653, -0.3698], [0.5897, 2.2618, -2.6099], [1.5138, 1.6368, -1.2483], [2.3080, 2.6753, -2.4138], [2.8974, 4.6175, -1.4795], [-2.3432, -0.9265, 0.3434], [-2.5168, -1.6186, 2.3559], [-1.4762, -1.4614, 3.2653], [-1.6418, -1.8679, 4.5839], [-2.8392, -2.4422, 4.9929], [-3.8673, -2.6188, 4.0780], [-3.7094, -2.2041, 2.7611], [-2.3664, -2.9401, -0.3015], [-1.2117, -3.7124, -0.3268], [-1.3033, -5.0791, -0.5475], [-2.5450, -5.6717, -0.7410], [-3.6926, -4.8922, -0.7513], [-3.6063, -3.5217, -0.5358], [-0.5447, -1.0009, 2.9672], [-0.8347, -1.7255, 5.2924], [-2.9708, -2.7480, 6.0232], [-4.7988, -3.0779, 4.3875], [-4.5206, -2.3440, 2.0548], [-0.2478, -3.2469, -0.1867], [-0.4048, -5.6840, -0.5642], [-2.6170, -6.7420, -0.8869], [-4.6589, -5.3487, -0.9252], [-4.5035, -2.9129, -0.5542], [-0.2077, 1.6905, -5.8089], [0.9240, 0.6834, -6.0041], [2.2219, 1.1559, -5.3555], [0.5042, -0.7088, -5.5352], [0.1400, -0.7790, -4.1128], [0.9069, -0.8191, -3.0270], [0.1292, -0.8917, -1.9678], [-1.1395, -0.8439, -2.4500], [-1.1438, -0.7866, -3.7235], [0.0851, 2.6695, -6.1902], [-0.4591, 1.8064, -4.7525], [-1.1137, 1.3792, -6.3331], [1.1028, 0.5717, -7.0765], [2.1057, 1.2964, -4.2777], [2.5146, 2.1213, -5.7696], [3.0424, 0.4552, -5.5330], [1.2977, -1.4358, -5.7013], [-0.3807, -1.0280, -6.0799], [1.9834, -0.8767, -3.0427]], "forces_ev_per_angstrom": [[0.687, -0.529, -0.879], [0.006, 0.002, 0.002], [0.044, -0.038, -0.031], [0.043, -0.059, 0.046], [0.017, -0.039, 0.001], [-0.057, 0.039, -0.006], [0.082, 0.303, 0.228], [-0.062, -0.038, 0.014], [-0.018, 0.015, -0.007], [-0.011, 0.014, -0.014], [0.018, 0.004, -0.012], [-0.016, 0.027, 0.003], [0.043, 0.023, 0.004], [0.064, -0.059, -0.058], [-0.080, -0.011, 0.009], [0.019, 0.042, 0.060], [-0.043, 0.026, -0.047], [0.231, 0.015, 0.024], [-0.483, 0.257, -0.186], [0.081, -0.061, -0.130], [0.212, -0.030, 0.356], [-0.164, -0.041, -0.093], [-0.049, 0.021, 0.019], [-0.071, -0.002, -0.012], [0.048, -0.026, -0.063], [0.040, -0.005, -0.007], [0.035, -0.014, -0.138], [-0.104, 0.031, -0.016], [-0.243, 0.189, 0.185], [-0.034, -0.096, -0.128], [-0.164, 0.066, 0.190], [0.019, 0.009, -0.024], [0.034, -0.001, -0.001], [0.036, 0.034, -0.009], [-0.008, -0.053, -0.069], [0.046, 0.015, 0.008], [-0.004, -0.033, 0.003], [-0.011, -0.015, -0.019], [-0.034, 0.003, 0.004], [0.003, 0.001, 0.017], [0.058, -0.002, 0.062], [-0.018, -0.063, 0.027], [0.041, -0.043, -0.059], [-0.017, 0.051, 0.060], [-0.076, -0.027, 0.035], [0.039, -0.027, -0.090], [0.052, 0.069, 0.100], [-0.094, -0.054, -0.115], [0.327, 0.099, 0.386], [0.037, -0.127, -0.080], [-0.027, 0.139, -0.031], [0.074, 0.076, 0.019], [0.009, -0.013, 0.003], [0.010, 0.001, 0.029], [-0.014, 0.013, 0.006], [0.017, -0.041, 0.013], [0.013, -0.016, -0.006], [0.001, -0.029, 0.023], [0.022, -0.014, 0.013], [-0.043, 0.007, 0.055], [-0.030, -0.010, -0.039], [-0.004, -0.051, 0.053], [-0.012, 0.068, -0.036], [-0.030, 0.019, 0.000], [-0.361, -0.621, 0.510], [0.038, 0.107, -0.030], [-0.077, 0.005, 0.041], [-0.070, -0.038, -0.019], [0.060, 0.031, -0.011], [-0.024, -0.022, -0.027], [-0.039, 0.011, -0.037], [0.069, 0.023, -0.040], [-0.083, 0.007, -0.081], [-0.033, 0.003, -0.024], [0.003, 0.006, 0.002], [0.007, 0.014, -0.017], [0.026, 0.016, -0.041], [-0.012, 0.117, 0.013], [-0.017, -0.009, -0.013], [0.009, -0.006, -0.034], [0.036, 0.036, -0.014], [0.007, 0.019, 0.047], [0.007, -0.019, -0.008], [-0.015, 0.011, 0.009], [0.002, 0.030, -0.033], [0.024, 0.013, 0.006], [0.010, -0.046, 0.031], [0.017, -0.003, -0.054], [-0.071, 0.123, 0.159], [0.004, -0.010, -0.016], [0.015, -0.022, -0.001], [0.033, 0.155, -0.332], [0.089, -0.420, 0.163], [-0.296, 0.677, -0.128], [0.070, -0.125, 0.071], [0.146, -0.002, 0.180], [-0.012, -0.027, 0.016], [0.009, 0.012, 0.017], [0.034, 0.011, 0.029], [0.002, -0.037, -0.028], [-0.003, -0.017, -0.058], [0.014, -0.023, 0.014], [-0.038, 0.017, 0.023], [0.023, -0.031, 0.005], [-0.045, -0.098, 0.054], [-0.048, 0.120, 0.004]], "lowdin_charge": [0.817, 0.718, -0.638, -0.058, -0.020, -0.118, -0.013, -0.167, 0.121, 0.121, 0.103, 0.091, 0.749, -0.590, -0.097, -0.072, -0.093, -0.521, 0.763, -0.297, 0.071, -0.206, -0.052, -0.084, -0.097, -0.043, -0.137, -0.031, -0.597, -0.014, -0.201, 0.109, 0.112, 0.111, 0.063, 0.106, 0.108, 0.102, 0.114, 0.134, 0.119, -0.034, -0.238, -0.001, -0.184, -0.035, -0.103, -0.202, -0.156, -0.173, -0.051, 0.005, 0.079, 0.091, 0.085, 0.122, 0.082, 0.056, 0.090, 0.123, 0.069, 0.028, 0.082, 0.125, 1.503, -0.503, -0.178, -0.066, -0.073, -0.072, -0.130, -0.501, -0.138, -0.070, -0.072, -0.070, -0.144, 0.051, 0.112, 0.108, 0.110, 0.096, 0.058, 0.108, 0.109, 0.111, 0.097, -0.062, -0.404, -0.065, -0.094, -0.078, -0.126, -0.011, -0.054, 0.105, 0.086, 0.064, 0.086, 0.141, 0.043, 0.089, 0.086, 0.132, 0.131, 0.141]}

Record 2
{"formula": "C12H13NTi", "method": "ωB97M-V/def2-TZVPD", "total_charge": 2, "e_lumo_ev": -9.58, "fmax_ev_per_a": 2.745, "elements": ["Ti", "C", "H", "H", "H", "H", "H", "C", "C", "C", "C", "N", "C", "C", "C", "C", "C", "C", "C", "H", "H", "H", "H", "H", "H", "H", "H"], "positions_angstrom": [[0.2225, -0.3803, -1.7956], [-1.3921, -0.2049, -2.9921], [-2.3573, -0.3595, -2.4944], [-1.3111, 0.8156, -3.4064], [-1.2007, -0.9272, -3.8107], [2.0334, -0.4492, -1.1028], [2.2103, -0.4821, -1.8444], [-1.0326, -3.2243, 1.1421], [-0.6412, -2.5376, 2.2913], [-0.2477, -1.2107, 2.1870], [-0.1954, -0.5959, 0.9380], [-0.4675, -1.3325, -0.1894], [-0.9400, -2.6065, -0.0951], [0.2207, 0.7762, 0.6783], [0.7171, 1.6401, 1.6853], [1.2146, 2.8977, 1.3463], [1.1537, 3.3514, 0.0204], [0.6225, 2.5306, -0.9906], [0.1893, 1.2474, -0.6614], [-1.3970, -4.2524, 1.1993], [-0.6418, -3.0310, 3.2660], [0.0509, -0.6353, 3.0644], [-1.2416, -3.0719, -1.0342], [0.7321, 1.2926, 2.7192], [1.6382, 3.5358, 2.1240], [1.5223, 4.3502, -0.2178], [0.5383, 2.8636, -2.0266]], "forces_ev_per_angstrom": [[-2.485, 1.022, 0.559], [0.869, 0.135, -0.285], [0.235, 0.012, -0.123], [-0.183, -0.173, 0.064], [-0.215, 0.068, 0.177], [0.922, 0.036, -0.248], [0.762, -0.218, 0.088], [-0.206, -0.465, -0.548], [0.057, 0.108, -0.004], [0.162, 0.486, -0.061], [0.059, -0.992, 0.320], [-0.263, -0.144, 0.405], [0.119, 0.183, 0.473], [0.651, 1.247, 0.528], [-0.208, -0.736, -0.495], [-0.244, -0.074, -0.244], [-0.103, -0.160, -0.247], [0.151, 0.359, 0.197], [0.055, -0.811, -0.063], [0.115, 0.371, -0.038], [-0.089, 0.141, -0.337], [-0.229, -0.301, -0.218], [0.136, -0.087, 0.325], [0.074, 0.276, -0.276], [-0.164, -0.165, -0.265], [-0.143, -0.301, -0.010], [0.167, 0.181, 0.327]], "lowdin_charge": [1.177, -0.134, 0.055, 0.049, 0.053, 0.128, 0.130, 0.010, 0.038, 0.053, -0.189, -0.052, -0.037, -0.179, 0.035, 0.010, 0.000, -0.038, -0.203, 0.142, 0.148, 0.135, 0.142, 0.127, 0.139, 0.136, 0.126]}

Record 3
{"formula": "H2N2O2", "method": "ωB97M-V/def2-TZVPD", "e_lumo_ev": [-1.01, -0.88], "fmax_ev_per_a": 3.544, "relative_energy_kj_mol": 299.5, "elements": ["N", "N", "O", "O", "H", "H"], "positions_angstrom": [[0.8911, -0.4336, -0.5948], [-0.5192, 0.0895, 0.7658], [-1.5810, -0.0691, 0.2799], [-0.1456, 0.5696, 1.7708], [0.2449, -0.6938, -1.3051], [1.1098, 0.5374, -0.9166]], "forces_ev_per_angstrom": [[-0.600, 1.921, 2.408], [2.193, -0.146, -2.781], [-0.677, -0.272, 0.230], [0.240, -0.269, 0.136], [-1.165, -0.655, -0.656], [0.009, -0.580, 0.663]], "lowdin_charge": [0.112, -0.327, 0.089, 0.118, -0.018, 0.027]}

Record 4
{"formula": "H9O4S", "method": "ωB97M-V/def2-TZVPD", "total_charge": -1, "e_lumo_ev": 3.22, "fmax_ev_per_a": 0.917, "relative_energy_kj_mol": 80.9, "elements": ["S", "H", "H", "H", "O", "H", "H", "O", "H", "H", "O", "H", "H", "O"], "positions_angstrom": [[1.1842, 1.7159, 1.3855], [2.1516, 2.4129, 1.9922], [-0.0222, -1.4694, 0.1248], [-0.1421, -0.5488, 1.3152], [-0.6082, -1.2691, 0.8619], [1.4654, 0.6930, -0.8794], [0.0016, 0.2219, -1.1621], [0.9066, 0.1557, -1.4705], [-0.8069, 0.3284, 3.9926], [0.4895, 0.6696, 3.3456], [0.0670, -0.0560, 3.8511], [-1.6739, -0.2866, -4.0398], [-1.3730, -1.7195, -4.4981], [-1.6395, -0.8479, -4.8190]], "forces_ev_per_angstrom": [[-0.090, 0.096, -0.051], [0.089, -0.011, 0.007], [0.118, 0.007, 0.021], [0.038, -0.033, 0.233], [-0.070, 0.017, -0.209], [-0.582, 0.018, 0.340], [0.072, 0.378, 0.423], [0.389, -0.410, -0.723], [-0.005, -0.267, 0.066], [0.339, -0.233, -0.390], [-0.334, 0.422, 0.278], [0.126, -0.018, 0.098], [-0.016, 0.312, 0.026], [-0.075, -0.280, -0.120]], "lowdin_charge": [0.020, -0.403, 0.006, -0.055, -0.104, -0.071, -0.004, -0.141, 0.016, -0.114, -0.148, 0.029, 0.035, -0.067]}